1.
Here is C4H4Br2 as an isolated structure at a distorted geometry from the Open Molecules 2025 dataset. Energies are from ωB97M-V/def2-TZVPD.

Last column: Mulliken charge in e.
Geometry (Å):
C 0.27620 -0.21636 1.44802  -0.429
C -0.22005 -0.03545 0.08022  0.259
C 1.20548 -0.24413 0.28895  0.235
C -1.36812 0.13919 -0.77126  -0.979
Br 2.26038 1.47708 -0.29554  -0.226
Br 2.33782 -1.73103 -0.10700  -0.097
H 0.29710 0.16342 2.44403  0.308
H -1.78643 1.09578 -0.70986  0.335
H -1.90192 -0.76695 -0.56225  0.294
H -1.10047 0.11846 -1.81531  0.299

Output
orbital gap = 9.67 eV
largest force on an atom = 7.42 eV/Å
ΔE to the lowest compared entry with this formula, charge and spin = 46.4 kcal/mol
HOMO energy = -9.487 eV
E_tot = -144294.409 eV

=====

2.
Here is a single C4H4Br2O molecule at a distorted geometry from the Open Molecules 2025 dataset. Energies are from ωB97M-V/def2-TZVPD.

Last column: Mulliken charge in e.
Geometry (Å):
C -1.10327 -0.04171 -1.93460  -0.306
C 1.36132 0.48005 1.91056  -0.712
C -1.14087 -0.18168 -0.60296  0.063
C 0.94199 0.09633 0.66839  0.410
O -0.35066 0.49869 0.24226  -0.311
Br -2.50183 -1.16681 0.30159  -0.165
Br 1.76626 -1.12762 -0.50503  -0.060
H -1.82559 -0.24641 -2.74383  0.320
H -0.17415 0.58414 -2.28199  0.188
H 2.19964 0.02179 2.38079  0.255
H 0.82714 1.08324 2.56484  0.320

Output
orbital gap = 9.82 eV
SMILES = C=C(Br)OC(=C)Br
largest force on an atom = 3.59 eV/Å
ΔE to the lowest compared entry with this formula, charge and spin = 26.2 kcal/mol
HOMO energy = -9.252 eV
E_tot = -146342.714 eV

=====

3.
Here is C4H4Br4 as an isolated structure at a distorted geometry from the Open Molecules 2025 dataset. Energies are from ωB97M-V/def2-TZVPD.

Last column: Mulliken charge in e.
Geometry (Å):
C 0.12857 0.73416 0.31127  0.579
C -0.84632 1.62149 -0.05928  -0.013
C 0.62080 -0.21776 -0.63275  -1.314
C -1.54358 2.57986 1.23140  -0.328
Br 0.79385 0.55366 2.09886  -0.116
Br -1.58170 1.71514 -1.74614  -0.077
Br -2.86464 3.66625 0.58540  -0.052
Br -0.06151 3.61195 1.89673  -0.045
H -0.34598 -0.89511 -0.96906  0.267
H 1.41596 -0.85461 -0.19927  0.373
H 0.98369 0.25818 -1.54723  0.334
H -1.91436 1.79968 2.02623  0.392

Output
orbital gap = 9.56 eV
largest force on an atom = 4.69 eV/Å
ΔE to the lowest compared entry with this formula, charge and spin = 23.0 kcal/mol
HOMO energy = -9.088 eV
E_tot = -284380.662 eV

=====

4.
Here is C4H4Br4 as an isolated structure at a distorted geometry from the Open Molecules 2025 dataset. Energies are from ωB97M-V/def2-TZVPD.

Last column: Mulliken charge in e.
Geometry (Å):
C 0.64427 0.13429 0.41027  0.506
C 1.69056 -0.22240 -0.29700  0.170
C -0.52825 -0.77574 0.65625  -1.396
C 3.13230 0.77803 -0.39895  -0.444
Br 0.41228 1.78113 1.19616  -0.086
Br 1.80975 -1.80535 -1.27816  -0.115
Br 4.48606 -0.11437 -1.34283  -0.068
Br 3.88907 1.13056 1.44100  -0.047
H -1.24523 -0.26744 1.35818  0.367
H -0.20407 -1.69888 1.22757  0.301
H -0.92858 -1.09607 -0.22300  0.395
H 2.90999 1.72212 -1.01530  0.416

Output
orbital gap = 9.49 eV
largest force on an atom = 4.45 eV/Å
ΔE to the lowest compared entry with this formula, charge and spin = 17.1 kcal/mol
HOMO energy = -9.292 eV
E_tot = -284380.914 eV

=====

5.
Here is C4H4BrCl3O as an isolated structure at a distorted geometry from the Open Molecules 2025 dataset. Energies are from ωB97M-V/def2-TZVPD.

Last column: Mulliken charge in e.
Geometry (Å):
C -0.77909 -0.23680 -0.71357  0.517
C 3.05061 0.20206 0.76269  -0.027
C -1.26496 -1.11256 0.38908  -1.158
C -0.70804 1.26097 -0.37541  0.012
O -0.43735 -0.60493 -1.80168  -0.517
Cl 3.92789 0.83272 -0.49995  0.012
Cl 0.72816 1.50399 0.67754  -0.123
Cl -2.16442 1.81723 0.45423  -0.144
Br 2.44209 -1.54095 0.43194  -0.025
H -0.98768 -0.72379 1.36437  0.383
H -0.88909 -2.12303 0.25784  0.310
H -2.35238 -1.13742 0.32900  0.384
H -0.56574 1.86251 -1.27609  0.376

Output
orbital gap = 8.20 eV
largest force on an atom = 1.11 eV/Å
ΔE to the lowest compared entry with this formula, charge and spin = 36.1 kcal/mol
HOMO energy = -9.202 eV
E_tot = -113866.902 eV

=====

6.
Here is a 3-piece molecular cluster, C4H4BrClNO3 overall at a distorted geometry from the Open Molecules 2025 dataset. Energies are from ωB97M-V/def2-TZVPD.

Last column: Mulliken charge in e.
Geometry (Å):
C -0.41271 2.50536 1.69799  1.006
C -0.24305 -0.93264 -0.21453  0.611
C -1.22505 2.07909 0.80723  -1.119
C 1.10695 -1.43180 0.32497  0.558
N 1.55160 -2.57738 0.56882  -0.662
O 0.32009 2.72583 2.57812  -0.422
O -1.29618 -0.97140 0.42073  -0.671
O 0.03907 -0.38474 -1.31946  -0.695
Cl 2.27302 -0.08697 0.56184  -0.263
Br -0.64658 -0.97184 -4.15645  -0.466
H -1.87782 1.21234 0.90079  0.240
H -1.49344 2.33923 -0.19075  0.266
H -0.63404 -0.74930 -2.69892  0.346
H 2.53815 -2.75578 0.71964  0.270

Output
orbital gap = 9.27 eV
total charge = -1
largest force on an atom = 2.48 eV/Å
HOMO energy = -5.945 eV
E_tot = -94411.127 eV

=====

7.
Here is a 2-piece molecular cluster, C4H4BrF overall at a distorted geometry from the Open Molecules 2025 dataset. Energies are from ωB97M-V/def2-TZVPD.

Last column: Mulliken charge in e.
Geometry (Å):
C -0.07194 -1.97800 -0.64420  -0.399
C -0.12044 0.83985 0.14338  -0.404
C -0.87532 -1.16338 -0.04176  -0.238
C 0.57086 1.85408 0.77105  0.224
F 1.08911 1.75227 1.96950  -0.220
Br 0.93021 3.53179 -0.12680  -0.133
H 0.67156 -1.67224 -1.26924  0.291
H -0.07745 -3.10429 -0.73782  0.230
H -0.44096 1.20746 -0.74431  0.326
H -1.67563 -1.26752 0.68020  0.321

Output
orbital gap = 9.15 eV
largest force on an atom = 4.49 eV/Å
ΔE to the lowest compared entry with this formula, charge and spin = 63.4 kcal/mol
HOMO energy = -9.271 eV
E_tot = -76967.393 eV

=====

8.
Here is a 2-piece molecular cluster, C4H4BrN overall at a distorted geometry from the Open Molecules 2025 dataset. Energies are from ωB97M-V/def2-TZVPD.

Last column: Mulliken charge in e.
Geometry (Å):
C 0.82148 -1.36374 -0.02311  0.356
C -1.62094 -0.94796 -0.00759  -0.398
C -0.38292 -0.79511 0.25930  0.099
C 1.07730 1.47082 0.06060  -0.851
N 1.95034 -1.60441 -0.10520  -0.439
Br -2.93903 0.48887 0.04559  -0.123
H -2.28372 -1.69046 -0.39616  0.356
H 1.61642 1.04184 0.99393  0.306
H 0.59338 2.41147 0.04418  0.342
H 1.16770 0.98870 -0.87153  0.354

Output
orbital gap (spin up / spin down) = 9.15 / 7.36 eV
largest force on an atom = 3.13 eV/Å
ΔE to the lowest compared entry with this formula, charge and spin = 105.7 kcal/mol
HOMO energy (spin up / spin down) = -9.730 / -9.388 eV
E_tot = -75739.778 eV

=====

9.
Here is a single C4H4BrN3O2 molecule at a distorted geometry from the Open Molecules 2025 dataset. Energies are from ωB97M-V/def2-TZVPD.

Last column: Mulliken charge in e.
Geometry (Å):
C -0.25891 -0.63951 0.74985  -0.239
C 0.79080 0.86186 -1.35481  -0.031
C -1.02995 -0.05801 -0.22495  0.130
C 1.17743 -0.68357 0.58210  -0.436
N -0.41980 0.68702 -1.26558  -0.378
N 1.84386 0.31352 -0.22270  -0.316
N -2.51558 -0.00877 -0.15121  0.912
O -2.98044 0.30553 0.92102  -0.527
O -3.16687 -0.21372 -1.14546  -0.526
Br 2.75546 1.66509 0.68702  -0.018
H -0.57178 -1.24232 1.61390  0.385
H 1.34823 1.30956 -2.10078  0.500
H 1.67878 -0.52690 1.58254  0.330
H 1.34879 -1.76978 0.32905  0.214

Output
orbital gap = 8.76 eV
SMILES = O=[N+]([O-])C1=CCN(Br)C=N1
largest force on an atom = 5.52 eV/Å
ΔE to the lowest compared entry with this formula, charge and spin = 0.0 kcal/mol
HOMO energy = -9.322 eV
E_tot = -82814.484 eV

=====

10.
Here is C4H4Cl2 as an isolated structure at a distorted geometry from the Open Molecules 2025 dataset. Energies are from ωB97M-V/def2-TZVPD.

Last column: Mulliken charge in e.
Geometry (Å):
C -0.69159 0.92872 -0.20934  -0.312
C 0.58636 -0.51164 0.59547  -0.379
C -0.86474 -0.33368 0.58948  0.249
C 0.37736 0.14915 -0.80342  -0.315
Cl -1.98647 -1.54515 0.34588  -0.086
Cl -0.01068 -2.46513 -3.03379  -0.152
H -1.55284 1.26400 -0.91492  0.256
H -0.28312 1.77579 0.25534  0.212
H 1.13818 0.18021 1.24547  0.169
H 1.06736 -1.41632 0.70178  0.357

Output
orbital gap (spin up / spin down) = 8.31 / 5.05 eV
largest force on an atom = 5.61 eV/Å
ΔE to the lowest compared entry with this formula, charge and spin = 142.8 kcal/mol
HOMO energy (spin up / spin down) = -9.700 / -8.276 eV
E_tot = -29250.468 eV